(1)
Here is a structure of composition C26H21ClF5N2O7S3TeV from the Open Molecules 2025 dataset. Energies are from ωB97M-V/def2-TZVPD.

Cartesian coordinates (Å):
Te (2.53405, 2.78396, -0.01615)
V (1.37605, -0.34552, -0.10767)
Cl (0.83579, 1.38267, -2.38144)
S (-7.34884, 1.50253, -0.22456)
S (2.06351, -1.76641, 1.43713)
S (0.67668, -4.43439, 1.58902)
F (3.03205, -0.33198, -0.66023)
F (3.38645, 1.79157, 1.33889)
F (3.13833, 4.41093, -0.66368)
F (4.16415, 2.27348, -0.77525)
F (2.15097, 3.77592, 1.52226)
O (0.81246, 3.71199, -0.57973)
O (-7.36378, 3.33952, -2.13707)
O (1.19472, 1.23823, 0.45795)
O (0.47890, 1.70117, -3.72778)
O (-0.22598, -0.94078, -0.10651)
O (2.20361, 2.04848, -2.05426)
O (1.14709, -0.09473, -2.26556)
N (-0.46077, -0.92247, 2.82657)
N (-0.45153, -2.23356, 2.41587)
C (-1.18661, -7.53523, -2.15601)
C (-1.57699, -1.06377, -0.04333)
C (-3.72503, 2.94929, 0.77674)
C (-4.86223, 1.62899, -1.38711)
C (-3.51951, 1.95533, -1.40903)
C (-2.93220, 2.61185, -0.32365)
C (-2.28574, -1.58914, -1.10961)
C (1.07519, -4.45930, -0.19921)
C (0.28659, -5.54131, -0.88358)
C (-5.07073, 2.62617, 0.79549)
C (-1.54222, 2.95443, -0.35643)
C (-1.33803, -0.17485, 2.28056)
C (0.89906, -6.72261, -1.27941)
C (-0.39762, 3.33241, -0.42119)
C (-1.80678, -6.35691, -1.75745)
C (0.59727, -2.69647, 1.88131)
C (-3.66274, -1.69353, -0.99191)
C (-1.49180, 1.22037, 2.78473)
C (0.16559, -7.71697, -1.91467)
C (-2.18708, -0.65119, 1.14221)
C (-3.56920, -0.74300, 1.22160)
C (-4.30155, -1.26943, 0.16607)
C (-1.07478, -5.36886, -1.12212)
C (-9.54098, 2.54756, -1.51961)
C (-8.03793, 2.61964, -1.46045)
C (-5.63909, 1.95845, -0.28310)
H (-1.28790, 1.93715, 1.98928)
H (-4.24036, -2.09895, -1.81206)
H (0.80316, -3.48533, -0.60419)
H (-2.86365, -6.21179, -1.94104)
H (0.65402, -8.63237, -2.22181)
H (-2.91277, 1.71222, -2.27192)
H (-4.07296, -0.42286, 2.12490)
H (-2.51851, 1.38607, 3.12030)
H (1.95770, -6.86397, -1.09650)
H (-5.68563, 2.89363, 1.64494)
H (-9.90169, 1.54128, -1.31109)
H (-1.56172, -4.45627, -0.79468)
H (-3.27649, 3.47756, 1.60738)
H (-1.75987, -1.89668, -2.00430)
H (-9.87439, 2.87832, -2.50028)
H (-1.75859, -8.30824, -2.65211)
H (-9.94710, 3.21876, -0.76125)
H (2.14504, -4.60126, -0.33627)
H (-5.31414, 1.11766, -2.22657)
H (-5.37780, -1.34691, 0.24697)
H (-0.80623, 1.38789, 3.61198)

Atoms 1-2, force components in eV/Å:
-0.3 0.1 0.2
0.2 0.1 0.1

For the LUMO energy, the calculation gives -3.39 eV. The multiplicity is 1. The highest occupied orbital energy is -9.0 eV. The total energy comes out at -136202.500 eV. The calculation puts the energy above the lowest of the compared OMol25 structures with the same formula, charge and spin at 80.5 kcal/mol. The value obtained for the orbital gap is 0.20545 Eh.

So, what does the Mulliken scheme give us? The charges, in e, come out as:
1 Te 1.489
2 V 0.811
3 Cl 1.477
4 S -0.229
5 S -0.278
6 S -0.164
7 F -0.380
8 F -0.420
9 F -0.354
10 F -0.352
11 F -0.356
12 O -0.578
13 O -0.502
14 O -0.558
15 O -0.673
16 O 0.829
17 O -0.527
18 O -0.548
19 N -0.469
20 N -0.344
21 C -0.406
22 C 0.682
23 C -0.131
24 C -0.870
25 C -0.237
26 C 1.052
27 C -0.799
28 C 0.443
29 C -0.029
30 C -0.796
31 C -1.052
32 C -0.199
33 C -0.444
34 C 0.238
35 C -0.673
36 C 0.376
37 C -1.020
38 C -1.073
39 C -0.603
40 C 1.119
41 C -0.448
42 C -0.757
43 C -0.079
44 C -1.143
45 C 0.801
46 C 0.316
47 H -0.053
48 H 0.578
49 H -0.547
50 H 0.395
51 H 0.376
52 H 0.492
53 H 0.459
54 H 0.347
55 H 0.372
56 H 0.496
57 H 0.350
58 H 0.381
59 H 0.605
60 H 0.678
61 H 0.326
62 H 0.377
63 H 0.290
64 H 0.499
65 H 0.490
66 H 0.476
67 H 0.471

=====

(2)
Here is a structure of composition C26H21ClF6N10O9RuSb from the Open Molecules 2025 dataset. Energies are from ωB97M-V/def2-TZVPD.

Cartesian coordinates (Å):
Sb (-5.12872, 2.94384, 1.31485)
Ru (-1.94438, 1.15554, 0.83463)
Cl (-3.21170, -0.35051, 2.97149)
F (-6.82094, 2.21460, 1.13690)
F (-5.10794, 3.25780, -0.53995)
F (-5.15054, 2.66404, 3.14039)
F (-3.15018, 3.13651, 1.23000)
F (-5.19808, 4.77948, 1.53818)
F (-4.42424, 1.17672, 0.79041)
O (-0.78078, 2.55696, 0.27497)
O (4.00637, -2.15519, -0.19133)
O (-2.92570, 1.08866, 3.03898)
O (-3.87975, 4.57219, -4.26415)
O (-4.58033, -0.64618, 3.00488)
O (-2.64803, -0.66211, 1.54120)
O (-2.18108, 5.48715, -3.14878)
O (-2.42049, -1.08690, 3.88197)
O (-0.63998, 4.48912, -0.85812)
N (-0.93522, -0.50362, -0.55445)
N (-0.17004, -1.30988, -2.49513)
N (-3.91809, 2.30988, -2.74903)
N (-0.40839, 0.99803, 2.27152)
N (5.71046, -2.55909, -1.54401)
N (6.16093, -1.81202, -0.55585)
N (-0.56810, -2.31677, -1.68288)
N (1.34885, 0.60529, 3.44737)
N (0.99279, 1.87881, 3.75460)
N (-2.71531, 1.63467, -1.08804)
C (-0.33596, -3.70979, -2.08522)
C (4.39630, -2.76029, -1.32957)
C (3.79228, -4.01014, -3.35607)
C (2.79351, -4.54002, -4.14268)
C (2.09546, -3.38902, -1.70823)
C (-1.18761, 3.44152, -0.70436)
C (4.91175, 0.67329, 3.77243)
C (5.12230, -1.56508, 0.26511)
C (-4.58536, 0.09467, -1.80384)
C (3.43786, -3.41868, -2.12565)
C (-1.02313, -1.83039, -0.53072)
C (5.07046, -0.80033, 1.45166)
C (-0.06692, 2.09099, 3.03256)
C (0.52281, 0.09464, 2.54923)
C (-3.01531, 3.31231, -2.52526)
C (3.77314, -0.00866, 3.32533)
C (-3.06540, 4.52951, -3.38966)
C (2.49610, -0.00041, 4.13469)
C (1.10263, -3.88023, -2.51743)
C (6.11739, 0.61688, 3.07635)
C (1.45900, -4.45741, -3.73881)
C (3.85883, -0.73905, 2.16542)
C (-3.75654, 1.32180, -1.85838)
C (6.21255, -0.12033, 1.91497)
C (-2.27488, 2.88309, -1.47875)
C (-0.41369, -0.23980, -1.78896)
H (3.03734, -4.99870, -5.09053)
H (-0.63111, 3.00957, 3.04761)
H (-1.59135, 5.28082, -2.39882)
H (7.13845, -0.18104, 1.35875)
H (-0.55846, -4.32923, -1.21618)
H (2.21586, -1.01398, 4.42058)
H (0.68705, -4.84656, -4.39226)
H (1.84577, -2.93238, -0.75951)
H (-0.21037, 0.75482, -2.15139)
H (-4.65284, 2.39354, -3.44386)
H (-1.42714, -2.42669, 0.27230)
H (0.55015, -0.91613, 2.17991)
H (-4.26498, -0.53836, -0.98119)
H (3.00565, -1.29485, 1.79852)
H (2.61749, 0.58253, 5.04346)
H (-5.62842, 0.36307, -1.63350)
H (6.97876, 1.15170, 3.45090)
H (-1.03124, -3.97044, -2.88031)
H (-4.51467, -0.45210, -2.74478)
H (4.85757, 1.25522, 4.68495)
H (4.82751, -4.02690, -3.66943)

Atoms 1-2, force components in eV/Å:
0.3 0.0 -0.6
-0.4 0.1 -0.3

For the LUMO energy (alpha / beta), the calculation gives -7.37 / -9.80 eV. The multiplicity is 6. The highest occupied orbital energy (alpha / beta) is -15.0 / -15.0 eV. The total energy comes out at -98556.467 eV. The calculation puts the energy above the lowest of the compared OMol25 structures with the same formula, charge and spin at 36.4 kcal/mol. The value obtained for the orbital gap (alpha / beta) is 0.28195 / 0.19294 Eh. As for the total charge: +2.

So, what does the Mulliken scheme give us? The charges, in e, come out as:
1 Sb 2.398
2 Ru 1.437
3 Cl 1.837
4 F -0.495
5 F -0.585
6 F -0.498
7 F -0.679
8 F -0.499
9 F -0.568
10 O -0.625
11 O -0.210
12 O -0.564
13 O -0.529
14 O -0.539
15 O -0.552
16 O -0.482
17 O -0.617
18 O -0.683
19 N 0.912
20 N -0.819
21 N 0.041
22 N 0.650
23 N -0.366
24 N -0.345
25 N 0.639
26 N 0.961
27 N -0.907
28 N 0.792
29 C -0.786
30 C 1.001
31 C -0.898
32 C -0.824
33 C -0.028
34 C 0.719
35 C -0.621
36 C 0.996
37 C -1.484
38 C -0.205
39 C -0.701
40 C -0.215
41 C -0.849
42 C -0.680
43 C 0.140
44 C 1.089
45 C 0.489
46 C -1.474
47 C 0.536
48 C -0.840
49 C -0.633
50 C 0.129
51 C 0.115
52 C -0.999
53 C -0.079
54 C -0.866
55 H 0.441
56 H 0.559
57 H 0.374
58 H 0.568
59 H 0.262
60 H 0.363
61 H 0.439
62 H 0.661
63 H 0.676
64 H 0.334
65 H 0.574
66 H 0.715
67 H 0.105
68 H 0.518
69 H 0.481
70 H 0.386
71 H 0.447
72 H 0.500
73 H 0.433
74 H 0.453
75 H 0.570